# 1
63
Properties=species:S:1:pos:R:3:forces:R:3 method="wB97M-V/def2-TZVPD" homo_energy_ev="-2.8731 / -3.5088" charge=-1 homo_lumo_gap_ha="0.182 / 0.202" multiplicity=2 s2=0.82
Co 0.102720 -0.600754 -0.127102 -0.022 0.830 0.013
Br -7.235704 -0.648148 1.086170 0.055 0.008 -0.007
C -5.328879 -0.524260 1.102549 -0.127 -0.003 -0.002
C -4.685446 -0.149527 2.273468 0.053 0.019 0.004
C -3.301074 -0.079831 2.272932 -0.019 -0.002 -0.019
C -2.539226 -0.369698 1.133667 -0.025 -0.034 -0.071
O -1.230935 -0.320015 1.230947 0.114 0.044 -0.003
C -3.219092 -0.704698 -0.075778 0.046 -0.039 0.009
C -2.551885 -0.942259 -1.312894 -0.153 0.070 0.022
N -1.240183 -0.784406 -1.522222 0.503 -0.080 0.016
C -0.685124 -0.898022 -2.761719 -0.221 0.131 0.005
C -1.357141 -0.997145 -3.988694 0.002 -0.011 0.081
C -0.630505 -1.031244 -5.178749 0.108 0.008 0.025
C 0.747425 -0.982775 -5.204659 -0.075 0.000 -0.131
C 1.465947 -0.918378 -3.990627 -0.051 -0.019 0.098
C 2.871991 -0.894778 -3.895447 -0.023 -0.005 0.089
C 3.469881 -0.838850 -2.662676 0.087 0.004 -0.118
C 2.679364 -0.812477 -1.515657 -0.224 -0.116 0.101
N 1.353040 -0.845774 -1.566861 0.454 0.512 -0.149
C 0.738725 -0.880475 -2.778654 0.073 -0.090 -0.075
C -4.625582 -0.796681 -0.045998 0.029 0.019 0.007
H -5.250594 0.080273 3.165959 -0.010 -0.020 0.000
H -2.765339 0.199435 3.172714 0.009 -0.022 -0.001
H -3.168066 -1.268725 -2.143228 -0.004 0.061 -0.011
H -2.435678 -1.038982 -4.020775 0.001 0.038 -0.027
H -1.173848 -1.092120 -6.114313 -0.001 -0.012 -0.004
H 1.287166 -1.005083 -6.142599 0.015 -0.021 0.012
H 3.464939 -0.951342 -4.799681 0.014 0.026 0.000
H 4.545328 -0.845972 -2.557297 -0.010 -0.041 0.005
H 3.121034 -0.795442 -0.528559 0.023 -0.020 -0.060
H -5.149878 -1.074551 -0.951847 -0.008 0.002 0.003
Te 0.012887 -3.028423 -0.019626 -0.768 -0.642 -0.138
Te 0.646001 -6.047767 0.855712 0.290 -0.722 0.242
Te 3.955524 -4.733193 -1.677116 -0.112 0.230 -0.013
Te 2.453186 -4.089199 0.424018 0.233 -0.335 0.192
C -1.061780 2.624414 -0.808580 -0.003 -0.087 0.084
P 0.328104 1.663125 -0.123434 -0.133 0.430 -0.027
C 1.765939 2.556139 -0.827100 -0.024 -0.113 -0.052
C 0.433288 2.141698 1.634102 -0.027 -0.022 0.085
C 0.122073 3.412971 2.104214 0.020 -0.010 -0.035
C 0.195922 3.701651 3.458252 0.017 -0.004 -0.006
C 0.579820 2.711525 4.350251 0.006 0.019 -0.002
C 0.899591 1.443064 3.887694 0.056 0.000 0.042
C 0.833921 1.145217 2.531932 -0.074 0.044 -0.131
P 1.276279 -0.494336 1.821935 0.052 -0.065 0.105
C 0.830204 -1.706187 3.100634 -0.071 0.098 0.042
C 3.098270 -0.430952 2.034939 -0.033 0.024 -0.207
H -1.991983 2.277106 -0.356878 0.005 -0.019 0.004
H -1.103045 2.411953 -1.878461 -0.024 -0.005 0.000
H -0.954100 3.699895 -0.660449 0.002 -0.005 -0.006
H 1.734310 3.612710 -0.556092 0.003 0.006 -0.023
H 1.759207 2.456401 -1.914196 0.005 -0.012 0.000
H 2.693666 2.121021 -0.453444 -0.007 -0.009 0.002
H -0.187729 4.184626 1.409136 -0.015 0.007 0.015
H -0.047676 4.693753 3.816740 -0.022 -0.007 0.000
H 0.628981 2.927275 5.410162 -0.002 -0.013 0.001
H 1.190825 0.684866 4.603566 0.023 -0.006 -0.017
H 1.060372 -1.327387 4.097004 0.047 -0.016 -0.008
H 1.399549 -2.619651 2.926236 -0.038 -0.004 -0.003
H -0.229953 -1.934456 3.020979 -0.005 0.014 -0.026
H 3.338822 -0.253346 3.083656 0.006 -0.007 0.006
H 3.515603 0.380059 1.435173 0.011 0.008 0.037
H 3.550539 -1.371870 1.716673 -0.031 -0.015 0.023

=====

# 2
107
Properties=species:S:1:pos:R:3:forces:R:3 method="wB97M-V/def2-TZVPD" homo_energy_ev="-9.4665 / -9.8050" charge=+1 homo_lumo_gap_ha="0.201 / 0.156" multiplicity=6 s2=8.78
Ru 0.528926 -0.315640 0.598078 0.066 -0.432 0.518
C 5.956523 0.726789 4.189918 0.028 -0.004 0.009
C 5.171173 1.084273 2.955300 -0.029 -0.040 0.008
O 3.774811 0.688398 3.143436 -0.066 0.057 0.015
P 3.125441 -0.463771 2.305081 0.176 0.093 -0.124
S 1.263216 -0.810158 2.923986 -0.079 0.059 -0.121
S 3.007600 -0.066683 0.325275 0.082 -0.055 0.015
O 4.139856 -1.641843 2.554070 -0.006 0.016 0.138
C 3.929326 -2.986676 2.049241 0.041 0.019 -0.113
C 4.969156 -3.887313 2.660490 0.022 -0.018 0.003
H 6.987940 1.061364 4.073928 -0.003 0.004 -0.001
H 5.957296 -0.351155 4.345898 -0.002 0.005 -0.002
H 5.533707 1.211640 5.068652 -0.004 0.000 -0.004
H 5.568227 0.591925 2.066518 -0.003 0.005 -0.015
H 5.143448 2.157617 2.777622 0.004 0.007 0.014
H 4.007218 -2.948507 0.961019 -0.011 -0.010 -0.009
H 2.922786 -3.289573 2.325524 -0.113 -0.067 0.012
H 5.974055 -3.562968 2.392538 -0.002 0.004 -0.003
H 4.824073 -4.903123 2.290238 -0.002 0.011 0.007
H 4.879762 -3.901486 3.746039 -0.003 0.001 -0.006
C 2.782063 -0.714857 -5.418895 -0.064 0.006 -0.013
Sb 2.704246 -0.281988 -3.324025 -0.020 -0.126 0.003
C 0.610990 0.200127 -3.359147 -0.043 -0.004 0.011
C 3.428567 1.764669 -3.514738 0.100 0.050 0.014
C 2.317506 2.750308 -3.652260 -0.032 -0.032 -0.044
C 1.894960 3.088022 -4.940595 0.023 0.039 -0.008
C 0.839876 3.954464 -5.161855 -0.012 -0.014 -0.012
C 0.175040 4.508878 -4.077899 0.006 0.004 0.005
C 0.581013 4.183886 -2.795830 -0.036 0.013 0.004
C 1.638430 3.305526 -2.557405 -0.024 0.005 0.029
C 2.085082 3.063374 -1.143362 0.075 0.068 0.039
Sb 0.730426 2.374292 0.382590 -0.116 0.089 -0.081
C 1.939399 3.058113 1.990497 -0.004 -0.051 0.034
C -0.681924 3.954179 0.403143 -0.025 -0.045 0.054
H 2.316742 0.096471 -5.978208 0.000 -0.008 -0.010
H 2.239700 -1.639649 -5.612129 0.009 0.005 -0.026
H 3.813118 -0.839647 -5.744396 0.008 0.007 0.019
H 0.421407 1.000123 -4.074932 -0.006 -0.045 -0.005
H 0.247858 0.531988 -2.381839 -0.001 -0.011 -0.012
H 0.062206 -0.695123 -3.656652 0.009 0.003 0.007
H 4.032590 1.751172 -4.422269 0.025 0.010 0.021
H 4.098644 1.966612 -2.681546 -0.026 0.023 0.008
H 2.427203 2.669128 -5.787325 -0.006 0.004 0.005
H 0.547700 4.204875 -6.173172 -0.002 0.003 0.002
H -0.643342 5.201045 -4.226833 0.001 0.001 -0.004
H 0.067061 4.635880 -1.956668 0.034 0.009 -0.035
H 2.392803 4.010866 -0.688904 0.033 0.012 -0.037
H 2.938751 2.393686 -1.071614 -0.001 0.012 -0.036
H 1.609615 4.066646 2.236232 0.019 0.008 0.005
H 2.972769 3.076735 1.648092 0.001 0.008 0.011
H 1.865991 2.419410 2.865518 0.008 0.015 -0.039
H -0.089297 4.861684 0.279120 0.008 -0.004 0.016
H -1.159027 3.951761 1.378462 -0.054 -0.021 0.000
H -1.434378 3.879219 -0.372860 -0.011 0.020 -0.014
Se 0.687799 -2.270340 -0.861684 -0.028 -0.017 -0.286
C 1.083931 -3.913865 -0.000520 0.044 0.054 0.069
C 1.870124 -4.805860 -0.723680 0.006 -0.054 0.022
C 2.182465 -6.017557 -0.124823 -0.001 0.003 0.020
N 1.747822 -6.373289 1.082373 -0.002 0.010 -0.028
C 0.972267 -5.515623 1.741145 0.034 -0.022 -0.006
C 0.615514 -4.262965 1.258028 0.038 0.045 0.089
H 2.239171 -4.567370 -1.712166 -0.001 0.002 -0.005
H 2.808254 -6.734268 -0.643879 -0.003 -0.004 0.006
H 0.620407 -5.835389 2.715531 0.008 -0.003 -0.007
H -0.000527 -3.591733 1.846534 0.140 -0.159 -0.095
C -3.975918 -3.943398 1.116320 -0.014 0.061 0.065
O -2.710552 -3.549136 1.665862 0.077 0.128 0.022
C -2.319208 -2.288279 1.789310 -0.209 0.000 -0.162
O -1.192174 -2.075070 2.193673 -0.197 0.139 0.153
C -3.105396 -1.114250 1.275512 0.082 -0.139 0.084
C -4.315398 -0.730914 1.706481 0.091 -0.068 -0.061
As -5.252011 1.072341 1.400199 0.043 0.025 0.059
C -5.737749 0.831347 -0.484045 0.009 0.017 -0.018
C -3.442608 1.787295 1.215028 -0.100 -0.086 -0.040
C -2.729976 1.540211 0.012993 -0.126 0.009 0.082
As -1.923126 -0.144852 0.025918 -0.042 0.264 -0.022
C -2.383876 -1.168521 -1.560857 0.029 -0.032 -0.026
C -3.046531 2.177533 -1.230215 0.100 0.206 0.065
O -3.714077 3.184383 -1.363768 -0.028 -0.128 -0.096
O -2.402074 1.588676 -2.286320 -0.024 -0.003 -0.045
C -2.660148 2.173507 -3.566992 0.002 -0.011 0.022
C -2.863941 1.740992 2.546200 0.134 0.164 0.038
O -3.521724 1.699320 3.564460 -0.027 -0.091 0.007
O -1.493685 1.765523 2.604855 -0.021 0.006 -0.054
C -0.996549 1.776343 3.957934 0.002 -0.046 -0.049
C -4.918199 -1.588594 2.798029 -0.009 0.039 0.000
O -4.258549 -1.943842 3.735723 0.067 -0.041 -0.028
O -6.208007 -1.935818 2.722837 0.004 -0.009 -0.031
C -6.976359 -1.672116 1.547060 0.006 -0.047 0.022
H -4.674235 -4.124471 1.929840 -0.024 0.014 0.014
H -3.791953 -4.866401 0.574470 0.010 -0.008 0.017
H -4.365957 -3.189536 0.435298 -0.001 0.032 -0.018
H -6.676586 0.282458 -0.536076 0.017 0.012 -0.012
H -4.978245 0.317735 -1.069105 -0.001 0.010 -0.006
H -5.891027 1.826267 -0.899057 0.008 0.011 -0.017
H -3.441558 -1.008354 -1.757129 0.007 0.001 -0.038
H -2.200123 -2.222653 -1.347162 -0.029 -0.004 0.004
H -1.797027 -0.844287 -2.413986 -0.003 -0.013 0.028
H -2.196902 1.510231 -4.294096 0.005 0.024 0.005
H -2.215831 3.164123 -3.630609 -0.010 0.016 -0.003
H -3.730994 2.248535 -3.745230 -0.009 -0.004 -0.003
H 0.077332 1.912668 3.882449 -0.010 -0.023 0.006
H -1.224987 0.832958 4.450791 -0.007 0.001 0.003
H -1.451920 2.589232 4.518343 0.013 0.011 0.002
H -7.766624 -2.417101 1.535199 -0.009 0.002 -0.004
H -6.373659 -1.773431 0.643222 -0.004 0.008 -0.001
H -7.417409 -0.677423 1.598623 -0.009 -0.007 0.007

=====

# 3
58
Properties=species:S:1:pos:R:3:forces:R:3 method="wB97M-V/def2-TZVPD" homo_energy_ev=-7.6907 homo_lumo_gap_ha=0.274
Sc 0.696399 0.251359 -0.075689 0.018 -0.214 -1.239
C 2.164910 5.258132 -0.118106 -0.005 -0.099 0.012
O 0.960540 4.602255 -0.502002 0.052 0.179 -0.102
C 0.160013 4.249162 0.551064 -0.005 0.000 -0.033
C -0.684433 5.163336 1.139404 -0.122 0.045 0.073
C -1.536034 4.784485 2.179817 0.028 0.036 -0.050
C -1.533887 3.477218 2.607180 -0.040 -0.042 0.045
C -0.705561 2.522794 2.002144 -0.043 -0.151 0.150
C -0.679691 1.164486 2.528554 -0.059 0.274 0.000
N -0.200726 0.195053 1.851240 0.022 -0.400 0.318
N 0.037294 -1.015752 2.506273 -0.212 0.161 0.096
C 1.009092 -1.640050 1.916743 0.224 -0.145 -0.061
O 1.651333 -1.180843 0.856455 0.049 -0.654 0.687
C 1.448657 -2.939374 2.477952 0.015 0.015 -0.104
C 0.685857 -3.594185 3.440942 -0.007 -0.045 0.058
C 1.110539 -4.810794 3.948697 0.028 0.008 -0.022
C 2.299459 -5.377412 3.501667 -0.011 0.037 -0.020
C 3.060465 -4.725315 2.540998 -0.039 -0.010 0.033
C 2.633213 -3.509559 2.026339 0.019 -0.064 -0.012
C 0.178403 2.908937 0.971657 0.144 -0.114 -0.009
O 1.026076 2.054932 0.409484 -0.048 1.235 0.225
H 2.684225 5.527217 -1.033588 0.000 -0.008 -0.032
H 2.794591 4.591851 0.476078 0.007 -0.023 0.013
H 1.956323 6.162197 0.458048 -0.032 0.025 0.014
H -0.682676 6.182532 0.770687 0.013 -0.023 -0.002
H -2.193343 5.511882 2.636381 0.014 -0.011 -0.006
H -2.186434 3.163075 3.414752 0.027 0.019 -0.034
H -1.008048 0.972786 3.548242 -0.015 0.025 0.038
H -0.236004 -3.140748 3.778525 0.013 -0.011 0.000
H 0.513382 -5.321512 4.693585 0.011 0.009 -0.013
H 2.629359 -6.328412 3.901032 -0.004 0.016 -0.008
H 3.985608 -5.165348 2.191021 -0.013 0.010 0.000
H 3.209423 -2.994181 1.270523 0.010 0.002 -0.001
C 1.837787 -2.003340 -2.619458 0.085 -0.027 -0.099
Si -0.009868 -1.983266 -2.302383 0.077 -0.033 0.169
C -0.392854 -3.238464 -0.966042 -0.026 -0.126 0.101
C -0.882259 -2.514682 -3.856707 -0.165 0.147 -0.222
N -0.346275 -0.377315 -1.721152 -0.137 0.160 -0.140
C -1.343655 0.511571 -2.162971 0.080 -0.048 -0.039
C -1.119776 1.897784 -2.111554 -0.034 -0.039 -0.065
C -2.108753 2.807163 -2.460859 -0.019 -0.042 0.001
C -3.345305 2.367019 -2.909892 0.058 -0.006 0.020
C -3.570375 0.999415 -3.004602 0.015 -0.029 0.004
C -2.593510 0.087785 -2.635149 -0.091 -0.062 0.110
H 2.239164 -3.014836 -2.733545 -0.064 0.040 -0.023
H 2.382489 -1.546991 -1.788698 0.074 -0.006 0.049
H 2.070539 -1.434964 -3.524497 0.031 -0.019 0.043
H -0.643601 -4.216053 -1.389489 0.028 0.053 0.016
H -1.243202 -2.907487 -0.362730 0.009 -0.059 0.001
H 0.461987 -3.381348 -0.299339 -0.064 0.011 0.018
H -0.365453 -3.396615 -4.247554 -0.036 0.035 0.002
H -0.871189 -1.740136 -4.629307 -0.012 -0.075 0.036
H -1.922036 -2.792198 -3.666686 0.069 -0.012 -0.058
H -0.141130 2.273541 -1.835550 0.049 0.038 0.036
H -1.896579 3.867712 -2.397696 0.017 -0.010 0.005
H -4.114779 3.074394 -3.190503 0.013 -0.017 0.001
H -4.526200 0.634915 -3.362760 0.023 -0.007 0.010
H -2.803487 -0.973808 -2.686977 -0.018 0.054 0.010

=====

Computed energy, in the same sequence as the records: -187835.5178; -292734.8836; -64505.3514 eV.